[1]
C42H41NNiO3P2S | the ωB97M-V functional and the def2-TZVPD basis

## Properties
M: 760.50 g/mol
HOMO energy (spin up / spin down): -0.2602 / -0.2602 Eh
Energy relative to the best compared isomer or geometry (same formula, charge and spin): 584.2 kJ/mol
Frontier orbital gap (spin up / spin down): 5.21 / 3.25 eV
LUMO level (spin up / spin down): -0.069 / -0.141 hartree

```
! wB97M-V def2-TZVPD RIJCOSX def2/J DEFGRID3
* xyz 0 3
Ni 1.222 0.322 -0.555
C -1.981 0.037 4.830
C -2.094 -0.116 3.499
C -2.721 0.906 2.585
C -1.761 1.901 1.893
C -0.628 2.364 2.757
C -0.606 2.401 4.090
C -1.919 2.565 4.843
C -2.228 1.291 5.609
C 1.932 -0.069 1.535
H -1.777 -0.863 5.413
H -2.049 -1.146 3.084
H -3.489 1.481 3.145
H -3.205 0.342 1.769
H -1.306 1.454 0.990
H -2.367 2.691 1.407
H 0.216 2.755 2.200
H 0.336 2.329 4.679
H -2.747 2.841 4.173
H -1.892 3.427 5.531
H -1.691 1.274 6.566
H -3.300 1.302 5.816
H 1.045 -0.794 1.446
H 1.728 0.822 2.180
H 2.733 -0.638 2.052
P 0.058 -1.881 -4.109
P 1.864 0.508 -4.462
C -0.700 -0.363 -4.700
C 0.137 0.667 -5.009
C -0.648 -3.092 -5.339
C -1.777 -2.834 -6.131
C -2.255 -3.795 -7.029
C -1.593 -5.024 -7.165
C -0.447 -5.285 -6.397
C 0.029 -4.321 -5.503
C -1.006 -2.106 -2.611
C -0.812 -1.178 -1.567
C -1.534 -1.334 -0.390
C -2.516 -2.324 -0.281
C -2.734 -3.210 -1.345
C -1.958 -3.126 -2.508
C 2.600 1.131 -6.082
C 2.444 0.316 -7.222
C 2.874 0.762 -8.476
C 3.468 2.029 -8.605
C 3.628 2.840 -7.470
C 3.200 2.391 -6.215
C 2.031 1.959 -3.365
C 3.208 2.038 -2.587
C 3.416 3.142 -1.767
C 2.468 4.173 -1.711
C 1.286 4.064 -2.449
C 1.042 2.938 -3.243
H -1.791 -0.310 -4.772
H -0.150 1.538 -5.618
H -2.305 -1.887 -6.063
H -3.149 -3.588 -7.623
H -1.969 -5.778 -7.863
H 0.073 -6.246 -6.495
H 0.930 -4.525 -4.921
H -0.090 -0.343 -1.717
H -1.296 -0.710 0.470
H -3.112 -2.405 0.622
H -3.509 -3.966 -1.275
H -2.119 -3.820 -3.343
H 1.962 -0.658 -7.139
H 2.756 0.134 -9.365
H 3.815 2.378 -9.586
H 4.091 3.827 -7.568
H 3.318 3.043 -5.348
H 3.908 1.196 -2.589
H 4.314 3.192 -1.153
H 2.647 5.050 -1.091
H 0.545 4.857 -2.414
H 0.104 2.854 -3.794
O 0.228 2.187 7.671
S 1.192 1.111 7.780
O 2.528 1.453 8.194
N 1.140 0.116 6.478
C 0.700 -1.161 6.700
O 0.588 -2.030 5.824
C 0.311 -1.302 8.128
C -0.302 -2.378 8.771
C -0.707 -2.255 10.114
C -0.473 -1.051 10.820
C 0.162 0.026 10.168
C 0.517 -0.139 8.835
H -0.459 -3.299 8.210
H -1.214 -3.094 10.623
H -0.786 -0.956 11.869
H 0.378 0.975 10.659
*
```



[2]
C42H41NO4P2Re | the ωB97M-V functional and the def2-TZVPD basis

## Properties
M: 871.95 g/mol
HOMO energy (spin up / spin down): -0.5041 / -0.5019 Eh
Energy relative to the best compared isomer or geometry (same formula, charge and spin): 484.8 kJ/mol
Frontier orbital gap (spin up / spin down): 5.50 / 4.26 eV
LUMO level (spin up / spin down): -0.302 / -0.345 hartree

```
! wB97M-V def2-TZVPD RIJCOSX def2/J DEFGRID3
* xyz 2 4
Re 1.272 -0.622 -1.010
C -2.317 -0.124 2.459
C -3.100 -0.246 1.372
C -3.547 0.856 0.486
C -2.661 2.153 0.227
C -1.228 2.340 0.521
C -0.616 2.312 1.708
C -1.329 2.281 3.004
C -2.318 1.114 3.345
C 2.939 -0.294 0.143
H -2.172 -1.029 3.078
H -3.296 -1.261 1.013
H -4.486 1.258 0.887
H -3.826 0.388 -0.468
H -2.753 2.312 -0.861
H -3.160 2.935 0.820
H -0.557 2.305 -0.373
H 0.489 2.386 1.724
H -1.935 3.205 3.023
H -0.554 2.336 3.787
H -2.048 0.783 4.369
H -3.317 1.597 3.430
H 2.777 -1.152 0.838
H 3.012 0.684 0.654
H 3.776 -0.439 -0.589
P -0.579 -1.729 -1.462
P 1.251 1.025 -2.375
C -1.221 -0.079 -1.937
C -0.578 0.998 -2.536
C -0.579 -2.527 -3.082
C -1.253 -1.962 -4.160
C -1.201 -2.631 -5.377
C -0.457 -3.796 -5.520
C 0.281 -4.281 -4.445
C 0.260 -3.630 -3.215
C -1.481 -2.835 -0.367
C -1.001 -3.174 0.907
C -1.727 -4.112 1.654
C -2.905 -4.685 1.142
C -3.321 -4.384 -0.165
C -2.621 -3.447 -0.913
C 1.885 0.945 -4.090
C 1.790 -0.275 -4.774
C 2.181 -0.290 -6.122
C 2.733 0.896 -6.670
C 2.859 2.106 -5.951
C 2.429 2.117 -4.625
C 1.876 2.678 -1.783
C 3.115 2.640 -1.138
C 3.532 3.776 -0.443
C 2.728 4.925 -0.476
C 1.519 4.974 -1.184
C 1.061 3.817 -1.816
H -2.303 -0.096 -1.857
H -1.073 1.764 -3.130
H -1.780 -1.013 -4.035
H -1.781 -2.241 -6.197
H -0.464 -4.330 -6.460
H 0.860 -5.188 -4.543
H 0.871 -3.942 -2.361
H -0.123 -2.662 1.330
H -1.357 -4.392 2.646
H -3.479 -5.388 1.754
H -4.188 -4.868 -0.609
H -2.952 -3.162 -1.916
H 1.382 -1.157 -4.233
H 2.048 -1.209 -6.718
H 3.057 0.892 -7.708
H 3.264 3.043 -6.368
H 2.459 3.007 -3.988
H 3.707 1.715 -1.148
H 4.476 3.745 0.105
H 3.065 5.817 0.045
H 0.932 5.892 -1.261
H 0.107 3.768 -2.346
O 0.412 -0.636 2.403
C 1.145 0.094 3.125
O 1.980 0.974 2.760
C 0.980 -0.086 4.630
C 1.514 0.897 5.487
C 1.396 0.801 6.864
C 0.725 -0.308 7.421
C 0.201 -1.310 6.584
C 0.320 -1.199 5.204
N 0.544 -0.442 8.832
O 0.988 0.413 9.629
O -0.065 -1.469 9.222
H 2.048 1.739 5.054
H 1.839 1.558 7.505
H -0.278 -2.171 7.038
H -0.097 -1.989 4.581
*
```



[3]
C42H42AsF4GeN4O3Re | the ωB97M-V functional and the def2-TZVPD basis

## Properties
M: 1060.55 g/mol
HOMO energy: -0.6981 Eh
Energy relative to the best compared isomer or geometry (same formula, charge and spin): 47.9 kJ/mol
Frontier orbital gap: 5.57 eV
LUMO level: -0.493 hartree

```
! wB97M-V def2-TZVPD RIJCOSX def2/J DEFGRID3
* xyz 4 1
Re -1.086 -1.067 -0.546
C -0.933 -5.400 -1.062
C -0.370 -4.380 -0.103
C 1.080 -4.095 -0.348
C -0.699 -4.664 1.341
O -1.180 -3.041 -0.415
Ge -3.094 -3.170 -0.870
O -2.998 -1.619 0.148
C -4.214 -1.436 1.164
C -4.581 0.018 1.152
C -5.324 -2.309 0.614
C -3.718 -1.963 2.486
O -1.519 -0.502 -2.077
C -1.136 0.193 -3.722
C -0.348 1.391 -3.331
C -0.388 -0.942 -4.324
C -2.510 0.436 -4.234
H -0.382 -6.332 -0.919
H -0.805 -5.106 -2.104
H -1.979 -5.649 -0.860
H 1.650 -5.003 -0.142
H 1.455 -3.330 0.332
H 1.272 -3.826 -1.385
H -0.228 -5.606 1.627
H -1.773 -4.786 1.498
H -0.319 -3.885 2.003
H -4.929 0.338 0.171
H -3.749 0.641 1.474
H -5.396 0.171 1.863
H -5.664 -2.013 -0.382
H -6.189 -2.211 1.274
H -5.088 -3.383 0.652
H -2.894 -1.378 2.881
H -3.426 -3.012 2.411
H -4.543 -1.906 3.200
H 0.565 1.139 -2.791
H -0.948 2.116 -2.784
H -0.045 1.856 -4.276
H 0.550 -1.152 -3.811
H -0.140 -0.621 -5.343
H -0.997 -1.840 -4.417
H -3.044 1.183 -3.650
H -3.089 -0.480 -4.333
H -2.383 0.844 -5.244
C -1.065 -0.923 5.141
C -1.798 0.235 4.897
C -1.753 0.841 3.649
C -0.955 0.284 2.655
C -0.220 -0.879 2.894
C -0.279 -1.485 4.142
As -0.795 1.070 0.919
C 0.910 1.952 0.874
C 1.985 1.450 1.608
C 3.137 2.212 1.734
C 3.215 3.463 1.127
C 2.155 3.945 0.372
C 0.994 3.192 0.245
C -2.103 2.415 0.544
C -3.017 2.310 -0.498
C -3.934 3.329 -0.710
C -3.943 4.442 0.122
C -3.031 4.546 1.165
C -2.104 3.537 1.377
H -1.101 -1.385 6.119
H -2.400 0.670 5.684
H -2.324 1.743 3.466
H 0.425 -1.306 2.126
H 0.298 -2.378 4.344
H 1.917 0.507 2.136
H 3.955 1.850 2.344
H 4.095 4.078 1.272
H 2.213 4.921 -0.093
H 0.162 3.589 -0.321
H -3.038 1.436 -1.140
H -4.649 3.255 -1.519
H -4.663 5.233 -0.044
H -3.036 5.414 1.810
H -1.383 3.637 2.181
F 2.792 1.608 -1.680
C 4.055 1.306 -1.372
C 5.017 2.262 -1.505
F 4.667 3.458 -1.914
C 6.397 1.972 -1.224
C 6.682 0.630 -0.795
C 5.693 -0.315 -0.680
F 6.014 -1.520 -0.256
C 4.353 -0.014 -0.981
C 3.339 -1.050 -0.982
C 2.004 -0.885 -0.839
N 0.830 -0.953 -0.674
C 3.725 -2.408 -1.255
N 3.998 -3.506 -1.456
F 7.903 0.296 -0.492
C 7.401 2.922 -1.369
C 7.147 4.258 -1.784
N 6.976 5.342 -2.133
C 8.773 2.661 -1.119
N 9.902 2.518 -0.932
*
```



[4]
C42H42F7O3PS2Si2 | the ωB97M-V functional and the def2-TZVPD basis

## Properties
M: 879.06 g/mol
HOMO energy: -0.3328 Eh
Frontier orbital gap: 9.20 eV
LUMO level: 0.005 hartree

```
! wB97M-V def2-TZVPD RIJCOSX def2/J DEFGRID3
* xyz 0 1
O 4.935 3.332 1.985
P 4.624 2.706 0.530
O 5.257 3.795 -0.451
S 2.753 2.396 0.218
Si 5.828 0.767 0.444
O 6.473 0.550 1.945
Si 8.094 0.633 2.273
S 8.753 2.649 2.418
H 4.380 2.864 2.626
H 6.207 3.908 -0.300
H 4.855 -0.291 0.150
H 6.855 0.825 -0.617
H 8.322 -0.065 3.545
H 8.850 0.035 1.164
H 8.617 2.781 3.738
F -3.473 -2.060 0.205
C -2.478 -1.158 0.041
C -1.280 -1.581 -0.497
C -0.267 -0.648 -0.662
C -0.459 0.675 -0.288
C -1.675 1.071 0.247
C -2.701 0.150 0.412
H -1.151 -2.617 -0.779
H 0.677 -0.954 -1.092
H 0.337 1.391 -0.428
H -1.831 2.103 0.534
H -3.661 0.439 0.818
F 5.783 -0.077 -3.039
C 4.890 0.620 -3.784
C 4.085 1.543 -3.153
C 3.170 2.254 -3.913
C 3.073 2.030 -5.279
C 3.897 1.094 -5.887
C 4.821 0.377 -5.139
H 4.161 1.703 -2.086
H 2.531 2.981 -3.429
H 2.354 2.584 -5.868
H 3.822 0.915 -6.951
H 5.475 -0.356 -5.591
F -0.722 0.602 -3.709
C -1.963 1.018 -4.041
C -2.928 1.099 -3.058
C -4.197 1.530 -3.416
C -4.482 1.866 -4.733
C -3.491 1.774 -5.699
C -2.217 1.347 -5.357
H -2.692 0.828 -2.038
H -4.967 1.602 -2.659
H -5.475 2.199 -5.006
H -3.710 2.035 -6.725
H -1.427 1.271 -6.092
F -6.160 -7.375 2.594
C -5.414 -6.325 3.006
C -5.072 -6.239 4.339
C -4.298 -5.166 4.756
C -3.891 -4.202 3.846
C -4.252 -4.310 2.509
C -5.020 -5.383 2.078
H -5.405 -7.001 5.030
H -4.013 -5.089 5.797
H -3.289 -3.366 4.176
H -3.938 -3.559 1.799
H -5.309 -5.493 1.042
F -3.468 4.742 -6.909
C -4.722 5.138 -7.208
C -5.651 5.212 -6.191
C -6.940 5.616 -6.503
C -7.281 5.932 -7.810
C -6.325 5.846 -8.813
C -5.030 5.448 -8.517
H -5.360 4.957 -5.180
H -7.682 5.684 -5.718
H -8.288 6.245 -8.047
H -6.587 6.090 -9.834
H -4.267 5.378 -9.280
F 8.557 8.054 4.960
C 7.950 6.865 5.146
C 8.101 6.227 6.360
C 7.473 5.004 6.545
C 6.717 4.443 5.526
C 6.584 5.105 4.312
C 7.202 6.331 4.117
H 8.699 6.684 7.137
H 7.574 4.491 7.493
H 6.231 3.488 5.678
H 6.005 4.662 3.512
H 7.112 6.870 3.183
F -2.872 -8.159 6.123
C -3.404 -9.400 6.125
C -3.352 -10.142 7.287
C -3.902 -11.415 7.283
C -4.486 -11.924 6.132
C -4.523 -11.155 4.978
C -3.981 -9.878 4.967
H -2.888 -9.725 8.170
H -3.873 -12.011 8.185
H -4.912 -12.918 6.135
H -4.976 -11.548 4.077
H -4.006 -9.260 4.079
*
```



[5]
C42H42GeIN7O6PZr | the ωB97M-V functional and the def2-TZVPD basis

## Properties
M: 1062.55 g/mol
HOMO energy: -0.3979 Eh
Energy relative to the best compared isomer or geometry (same formula, charge and spin): 68.7 kJ/mol
Frontier orbital gap: 8.63 eV
LUMO level: -0.081 hartree

```
! wB97M-V def2-TZVPD RIJCOSX def2/J DEFGRID3
* xyz 1 1
Zr 0.088 2.089 0.118
C -1.294 -0.525 4.970
N -1.552 0.384 3.855
C -2.765 0.567 3.239
C -2.567 1.514 2.286
N -1.255 1.924 2.307
C -0.672 1.220 3.264
P 1.012 1.491 3.892
C 1.228 3.174 3.271
N 1.125 3.490 1.998
C 1.373 4.833 1.902
C 1.636 5.324 3.145
N 1.536 4.263 4.013
C 1.760 4.322 5.455
C 2.020 0.742 2.580
N 1.877 0.967 1.281
C 2.991 0.446 0.666
C 3.799 -0.107 1.607
N 3.175 0.084 2.816
C 3.704 -0.322 4.120
H -2.166 -1.160 5.098
H -0.436 -1.155 4.748
H -1.119 0.028 5.889
H -3.639 0.009 3.526
H -3.274 1.901 1.573
H 1.365 5.342 0.952
H 1.889 6.313 3.487
H 1.783 5.368 5.748
H 0.946 3.831 5.983
H 2.707 3.858 5.722
H 3.123 0.496 -0.399
H 4.745 -0.615 1.528
H 4.673 -0.787 3.964
H 3.831 0.539 4.772
H 3.036 -1.041 4.587
N -0.198 2.038 -2.264
C 0.773 2.977 -2.883
C 1.466 3.703 -1.755
O 1.678 4.878 -1.721
O 1.736 2.824 -0.756
H -0.037 1.079 -2.561
H -1.152 2.280 -2.499
H 0.287 3.684 -3.548
H 1.519 2.415 -3.444
I -6.419 8.152 0.457
C -4.936 6.718 0.261
C -5.217 5.530 -0.404
C -4.226 4.571 -0.526
C -2.963 4.810 0.005
C -2.685 6.004 0.661
C -3.676 6.962 0.798
C -1.923 3.779 -0.114
O -2.170 2.603 -0.474
O -0.700 4.051 0.191
H -6.200 5.358 -0.822
H -4.427 3.634 -1.029
H -1.694 6.174 1.060
H -3.473 7.891 1.311
O -0.777 0.208 0.338
C 0.103 -0.633 -0.143
O 0.834 -0.269 -1.064
C 0.236 -1.979 0.507
C 1.214 -2.913 -0.203
Ge 0.557 -3.760 -1.856
C -0.533 -5.288 -1.395
C -1.215 -5.975 -2.405
C -2.005 -7.077 -2.108
C -2.134 -7.504 -0.793
C -1.471 -6.831 0.223
C -0.674 -5.730 -0.079
C -0.588 -2.572 -2.893
C -0.160 -1.990 -4.088
C -0.988 -1.126 -4.798
C -2.261 -0.832 -4.322
C -2.708 -1.415 -3.142
C -1.880 -2.288 -2.445
C 2.103 -4.282 -2.888
C 2.335 -5.609 -3.250
C 3.472 -5.960 -3.969
C 4.393 -4.989 -4.334
C 4.180 -3.664 -3.977
C 3.045 -3.315 -3.257
H -0.770 -2.412 0.574
H 0.522 -1.758 1.542
H 1.501 -3.733 0.458
H 2.128 -2.366 -0.447
H -1.136 -5.647 -3.437
H -2.523 -7.601 -2.902
H -2.751 -8.363 -0.561
H -1.571 -7.164 1.248
H -0.156 -5.224 0.728
H 0.824 -2.216 -4.482
H -0.648 -0.696 -5.733
H -2.912 -0.170 -4.882
H -3.706 -1.205 -2.776
H -2.262 -2.759 -1.544
H 1.626 -6.380 -2.971
H 3.640 -6.994 -4.244
H 5.277 -5.264 -4.895
H 4.899 -2.905 -4.261
H 2.895 -2.274 -2.982
*
```